The following is a quantum chemistry calculation of a 10-piece molecular cluster, C42H62N10O14 overall, from OMol25.

Geometry as XYZ:
```
128
Properties=species:S:1:pos:R:3:forces:R:3:mulliken_charge:R:1
O 2.64666 5.10797 -3.67252 1.38 0.38 0.19 -0.5349
N 3.70466 5.55997 -3.27552 2.03 2.46 -0.36 0.9839
O 4.46666 6.41397 -3.88452 -2.72 -2.93 1.56 -0.5900
C 4.20366 5.18797 -1.90652 0.10 1.10 4.34 -0.0349
C 5.18766 6.03397 -1.16952 0.83 -3.17 2.28 -0.4909
C 5.76866 5.52997 0.24048 -1.37 -0.51 -2.79 -0.4886
C 5.18766 4.35797 0.87948 -1.60 1.97 -3.15 -0.7141
C 3.99466 3.82697 0.27648 0.44 2.05 -1.02 0.1162
C 3.44566 4.28297 -1.05752 2.52 -1.24 1.87 -0.3650
H 5.64466 6.95497 -1.56952 -0.36 -0.85 -0.02 0.3901
H 6.71266 6.00497 0.64548 -1.52 -0.28 -0.61 0.3225
H 5.39266 3.87097 1.82948 0.83 0.65 -0.09 0.4429
H 3.52866 3.19297 1.06748 -0.58 0.01 -1.80 0.4463
H 2.57266 3.71597 -1.36152 0.02 0.37 -0.29 0.5491
O -2.59534 3.40997 -3.12852 -2.42 -2.08 -3.23 -0.5290
N -3.21734 2.61697 -3.96152 -0.45 1.20 3.95 0.8733
O -4.45834 2.57997 -4.11852 3.00 0.49 -0.26 -0.5106
C -2.40734 1.51897 -4.42052 4.18 -3.95 -1.58 0.1073
C -1.02834 1.21097 -3.66352 -0.53 -2.52 -1.52 0.1358
C -0.10534 0.02897 -4.13952 -4.96 3.06 -1.50 -0.2857
C -0.59034 -0.74203 -5.45152 0.66 3.29 4.52 -0.7941
C -1.73134 -0.42903 -6.08252 -3.17 3.98 1.90 -0.4623
C -2.71434 0.70397 -5.56752 4.92 -0.60 2.51 -0.8109
H -0.94134 1.83097 -2.68252 0.48 -1.31 -2.02 0.1953
H 0.87466 -0.14303 -3.64552 -0.97 -0.01 -0.43 0.4330
H -0.00434 -1.51703 -5.80652 1.30 -1.35 -0.60 0.5743
H -2.05434 -0.83203 -7.01452 0.00 -0.62 -0.36 0.4589
H -3.47434 0.99797 -6.19152 -1.97 0.32 -1.25 0.5159
O -1.44234 -5.38403 -7.40852 -1.19 2.82 1.62 -0.5738
N -1.95534 -4.52503 -6.61552 1.03 -4.05 0.78 0.9458
O -2.84434 -3.75803 -6.81752 -0.38 0.86 -1.36 -0.5363
C -1.60634 -4.67103 -5.17352 3.92 0.76 3.49 -0.1810
C -2.31334 -3.78903 -4.16152 1.26 -1.61 3.39 -0.1191
C -1.83334 -3.81103 -2.70552 4.45 -2.46 -3.65 -0.5071
C -0.44934 -4.50503 -2.40252 -3.78 0.44 -2.12 -0.2680
C 0.28966 -5.24003 -3.35652 -9.46 4.07 -5.16 -0.7798
C -0.20934 -5.38103 -4.78052 -2.33 2.13 1.89 -0.3617
H -3.32234 -3.22603 -4.15952 1.89 -1.14 -1.23 0.3254
H -2.24534 -3.26503 -1.86352 -0.47 -0.03 -0.49 0.4707
H -0.11234 -4.64303 -1.38752 -0.07 0.66 0.35 0.4547
H 1.10266 -5.62503 -3.08452 6.60 -3.37 1.89 0.7399
H 0.44366 -5.98403 -5.48852 -1.45 1.04 0.66 0.3703
O 1.95566 -2.88703 1.78448 2.61 0.15 2.17 -0.3861
N 2.93366 -2.98303 2.58048 -0.79 -1.28 0.64 0.8673
O 2.98366 -3.70303 3.61948 -0.64 1.59 -2.71 -0.5332
C 4.15066 -2.22303 2.27948 2.78 3.45 -0.03 -0.0767
C 3.99866 -0.81103 1.71248 11.71 -6.09 0.02 -0.7224
C 5.37266 -0.23603 1.23248 -2.89 -3.94 4.05 -0.3281
C 6.67966 -0.81103 1.64948 -2.36 0.88 -1.40 -0.3765
C 6.86466 -1.96003 2.45048 -13.17 3.33 -2.87 -0.8577
C 5.48166 -2.70503 2.70148 1.58 2.13 -1.40 -0.3973
H 3.23566 -0.24103 1.66848 -5.69 3.30 -0.61 1.0244
H 5.26366 0.69097 0.74948 0.38 1.03 -0.71 0.5039
H 7.45666 -0.24403 1.10348 0.19 -0.65 0.97 0.3166
H 7.73866 -2.28003 2.53348 7.17 -3.41 1.52 0.5545
H 5.64566 -3.69403 3.10748 -0.66 -0.02 0.14 0.4126
C 1.40466 5.48597 2.64248 -6.39 -0.98 -3.62 -1.7270
N 0.15866 5.95497 3.30748 -0.85 -7.45 -4.32 0.2284
C -1.07034 5.12897 3.19648 1.53 -1.87 4.02 -1.0847
C 0.11766 7.06497 3.83948 -4.75 7.29 2.74 0.0692
O -0.98334 7.68297 4.17048 4.11 -1.77 -0.49 -0.7003
H 2.12966 5.58697 3.21148 6.83 1.89 5.63 0.7752
H 1.67466 5.87997 1.68048 -0.60 0.50 -0.55 0.4745
H 1.41966 4.43597 2.57848 -0.78 -1.53 -0.54 0.4865
H -0.89734 4.10297 3.74448 -0.14 1.98 -0.45 0.2288
H -1.44434 4.76897 2.33948 0.03 -0.69 -4.39 0.4796
H -1.98534 5.54997 3.55448 0.17 0.99 1.15 0.4238
H 1.11766 7.43297 3.84448 0.83 1.56 0.75 0.3469
C 3.61866 -0.15403 -5.20252 1.70 -4.54 2.25 -0.9949
N 3.56666 -0.05403 -3.69452 -0.47 2.46 -2.20 0.2218
C 3.83366 -1.24503 -2.93552 -8.56 -1.34 -2.36 -1.1405
C 3.37366 1.21197 -3.04452 0.34 -3.90 -0.95 0.0721
O 3.55766 1.29397 -1.86152 -0.04 0.60 0.80 -0.5890
H 3.46166 0.71597 -5.70452 -0.59 2.59 -1.10 0.3508
H 2.92666 -0.96103 -5.51652 -0.13 0.71 0.07 0.3014
H 4.62566 -0.61903 -5.54252 -1.23 1.13 0.70 0.3333
H 3.88966 -2.21203 -3.54852 -1.01 1.49 0.26 0.3183
H 3.01566 -1.31403 -2.11752 1.61 -0.25 -1.10 0.1649
H 4.70166 -1.25603 -2.61252 8.17 0.42 4.04 0.6722
H 2.93266 1.96097 -3.69152 0.15 0.55 -0.34 0.3676
C -5.56334 -4.31103 2.63448 0.57 -1.45 -0.72 -0.7195
N -5.09234 -2.93003 2.61748 -0.45 -3.44 2.50 0.2223
C -4.95434 -2.44003 3.97548 -4.25 2.76 0.11 -0.9473
C -4.76834 -2.31903 1.53148 0.11 4.50 1.69 -0.2052
O -4.45934 -1.11303 1.70848 0.69 -0.71 -2.21 -0.6735
H -6.53334 -4.34703 2.03248 1.38 -0.63 0.84 0.3485
H -5.69734 -4.50803 3.70448 -0.71 -0.45 -0.73 0.3015
H -4.72534 -5.08303 2.36048 -1.73 1.39 -0.27 0.1334
H -5.51234 -1.46203 4.22548 1.23 -0.64 -1.35 0.2287
H -4.02234 -2.28703 4.39848 2.04 -0.25 0.54 0.3350
H -5.68434 -3.00803 4.54448 0.94 -0.64 0.54 0.4207
H -4.95234 -2.84103 0.61848 0.21 -0.32 -1.02 0.5679
C 0.37666 -5.26303 2.17648 -3.04 1.34 3.51 -1.1193
N -1.13834 -5.10303 1.88948 4.53 -1.27 0.30 0.1711
C -1.84534 -3.86803 2.24348 -0.70 -1.22 -0.70 -0.6162
C -1.73034 -6.20203 1.35348 -4.28 4.05 1.57 -0.2323
O -2.96334 -6.19603 1.30648 -0.07 -0.53 -0.40 -0.6173
H 0.68666 -4.51003 2.95548 -0.30 -0.43 -1.61 0.2769
H 0.84566 -5.29303 1.28948 2.11 0.88 -3.01 0.4258
H 0.70066 -6.16103 2.65948 -0.83 -1.19 0.43 0.4248
H -2.25734 -3.39703 1.35148 -0.44 -0.35 -0.13 -0.1009
H -1.31134 -3.05403 2.69048 1.20 -0.28 0.48 0.4417
H -2.61434 -4.19503 2.91848 -0.76 0.42 0.21 0.3711
H -1.28534 -7.02003 0.92148 2.40 -1.78 -0.59 0.5209
C -0.85534 -0.66103 -0.09552 3.68 -2.32 5.09 -1.2082
N -0.54634 0.73397 0.13848 1.57 -1.08 0.02 0.5905
C -1.66434 1.52897 0.38848 -1.54 2.03 5.14 -0.6067
C 0.68866 1.36197 -0.04852 -1.06 -1.37 -0.43 0.1962
O 0.82466 2.55097 -0.29452 -0.02 -0.94 0.73 -0.6164
H 0.07566 -1.39303 -0.09652 -1.00 1.79 0.60 0.1343
H -1.10034 -0.85003 -1.02552 -2.36 -0.47 -4.75 0.7460
H -1.52734 -1.16303 0.68148 0.57 1.24 -1.11 0.1044
H -1.35834 2.20197 1.41948 -1.01 -1.32 -2.83 0.0187
H -2.65434 1.02397 0.74448 2.06 0.32 -1.09 0.1670
H -1.81534 2.19597 -0.40052 -0.71 1.32 -1.11 0.3481
H 1.50666 0.58997 0.03848 -0.25 0.78 -0.33 0.0622
C -4.51834 3.76897 5.17248 -0.36 -2.12 -4.21 -1.1649
N -4.43034 2.28997 4.85148 -0.28 1.28 1.22 0.1968
C -4.60534 1.89797 3.48948 8.85 -5.94 0.98 -0.5196
C -4.29034 1.45197 5.87848 -1.96 -5.24 -3.96 -0.1692
O -4.42534 0.19197 5.78748 0.92 2.43 -0.13 -0.6027
H -5.36334 3.92397 5.73048 -2.22 0.71 1.15 0.4218
H -4.48934 4.38797 4.23148 -0.32 -0.85 0.91 0.3128
H -3.70234 4.01997 5.69448 3.08 1.03 2.09 0.4829
H -5.24534 2.43597 3.06248 -5.13 4.42 -3.76 0.6051
H -4.61934 0.81097 3.12448 -1.07 1.05 1.76 -0.1259
H -3.50534 1.98397 3.03548 -2.08 0.86 0.18 0.1538
H -4.29734 1.80197 6.81148 0.59 2.30 3.78 0.5205
```
Positions in Å, forces in eV/Å.

Summary:
**LUMO**: -1.5 eV
**Molar mass**: 931.014 g/mol
**Highest occupied orbital energy**: -8.9 eV
**SMILES**: O=[N+]([O-])c1ccccc1.O=[N+]([O-])c1ccccc1.O=[N+]([O-])c1ccccc1.O=[N+]([O-])c1ccccc1.CN(C)C=O.CN(C)C=O.CN(C)C=O.CN(C)C=O.CN(C)C=O.CN(C)C=O
**DFT total energy**: -88091.195 eV
**ΔE to the lowest compared entry with this formula, charge and spin**: 21.971 eV
**Total charge**: 0

The following is a quantum chemistry calculation of C42H63BClN8O5S4Sr as an isolated structure, from OMol25.

Geometry as XYZ:
```
125
Properties=species:S:1:pos:R:3:forces:R:3:mulliken_charge:R:1
Sr -0.00404 -0.86385 -2.68830 0.21 -0.62 0.72 2.1156
C 3.78694 1.36281 0.25821 0.01 0.00 0.00 -1.5013
C 2.36522 1.69030 0.57202 0.01 -0.04 0.02 -0.0952
C 1.92626 2.96558 0.69799 0.03 0.05 0.04 -0.4573
C 0.56477 3.22419 0.98628 -0.06 -0.05 -0.01 -0.1512
N -0.26527 2.24722 1.21543 -0.02 -0.07 0.00 -0.4311
N 0.16337 0.97878 1.10882 0.02 0.05 0.05 0.7944
B -0.90002 -0.09977 1.45405 -0.11 0.00 -0.01 -1.2672
N -2.30306 0.59019 1.78201 0.11 0.21 0.00 0.6532
N -2.82499 1.20771 2.81999 -0.05 -0.02 0.00 -0.7568
C -4.08328 1.59651 2.69058 0.07 -0.07 0.05 -0.5108
C -4.78363 1.43280 1.47129 -0.07 -0.03 0.01 -0.2448
C -4.22734 0.78196 0.39947 -0.01 -0.01 -0.01 -0.2190
C -4.89943 0.49544 -0.90117 -0.01 0.01 -0.01 -1.2556
C -2.92801 0.32878 0.64372 -0.03 -0.09 -0.13 0.0934
S -1.82545 -0.73618 -0.16228 0.20 -0.01 0.10 0.7576
C -4.74433 2.15084 3.95161 0.04 0.01 -0.05 2.4396
C -4.69940 1.05488 5.02578 -0.01 -0.03 -0.01 -1.4804
C -3.97528 3.37641 4.44866 0.05 0.05 -0.01 -1.3745
C -6.19924 2.54272 3.69980 -0.04 0.01 0.00 -2.2918
N -0.45688 -1.02592 2.58440 0.08 0.05 0.02 0.5862
N -0.09805 -0.17187 3.56892 0.01 -0.01 -0.04 0.1516
C 0.32512 -0.62386 4.70447 0.01 0.03 0.02 -0.3155
C 0.39030 -2.02289 4.93237 -0.01 -0.01 0.03 -0.6270
C 0.01759 -2.89498 3.96342 0.01 0.03 -0.01 0.2822
C 0.07554 -4.37006 4.18422 0.01 -0.01 -0.01 -1.8980
C -0.42371 -2.38014 2.68286 -0.04 -0.05 0.00 0.8229
S -0.85905 -3.44922 1.45601 0.02 0.03 -0.08 -0.4379
C 0.73038 0.44366 5.71645 0.00 -0.01 -0.01 2.5757
C 1.22193 -0.17437 7.02353 0.01 -0.02 0.02 -2.3473
C -0.48339 1.33700 5.99737 -0.03 0.02 0.01 -1.4867
C 1.85199 1.28924 5.09855 0.00 0.01 -0.01 -1.5648
C 1.41040 0.62974 0.71681 -0.05 -0.01 -0.03 0.9181
S 1.78593 -0.98261 0.38103 -0.15 0.00 -0.03 -0.4120
C -0.02940 4.62534 1.06125 0.00 -0.02 -0.04 2.2490
C -0.55593 4.84751 2.47875 0.02 0.10 0.09 -1.7027
C -1.18717 4.71014 0.05792 -0.03 -0.01 0.00 -1.4710
C 1.00459 5.69956 0.73002 0.02 0.02 -0.03 -2.3564
H 4.39277 2.26677 0.22215 0.00 0.00 0.00 0.4425
H 3.85949 0.83970 -0.69724 0.00 0.00 0.01 0.0968
H 4.19299 0.67806 1.00413 0.00 0.00 0.00 0.3473
H 2.61580 3.78847 0.57032 0.00 -0.02 -0.01 0.5669
H -5.80014 1.79400 1.39851 0.03 0.02 -0.03 0.5860
H -5.86783 0.98752 -0.96319 0.00 0.00 0.01 0.4403
H -5.04297 -0.58182 -1.01489 0.01 0.00 -0.01 0.3157
H -4.27297 0.82673 -1.73179 0.00 -0.01 0.00 0.0753
H -3.67148 0.76193 5.23583 0.02 0.00 0.00 0.1575
H -5.25361 0.16902 4.70797 0.01 0.00 0.00 0.3696
H -5.15151 1.42500 5.94742 0.00 0.00 -0.01 0.4444
H -2.94441 3.11838 4.68432 0.06 0.00 -0.01 0.0937
H -4.44835 3.76078 5.35405 0.01 0.00 -0.01 0.4694
H -3.97317 4.17332 3.70255 0.01 0.01 -0.01 0.3670
H -6.80150 1.69462 3.36708 0.00 0.01 0.01 0.4507
H -6.28729 3.34585 2.96452 0.01 -0.01 0.00 0.4381
H -6.63482 2.90469 4.63126 0.01 0.00 0.00 0.4185
H 0.73756 -2.39944 5.88455 0.00 0.00 0.00 0.5337
H 0.38744 -4.59052 5.20378 0.00 0.00 0.00 0.3770
H 0.77217 -4.82924 3.48162 -0.01 0.00 0.00 0.3350
H -0.89559 -4.82517 3.98969 0.00 0.01 0.01 0.3562
H 0.44982 -0.77928 7.50369 0.00 0.01 -0.01 0.4500
H 1.49413 0.62081 7.71847 0.00 0.00 -0.01 0.4168
H 2.10693 -0.79634 6.87301 0.00 0.00 0.00 0.4634
H -1.28524 0.76781 6.47393 0.00 0.00 -0.01 0.3740
H -0.86943 1.76143 5.06965 0.01 0.00 0.00 0.0519
H -0.19999 2.14909 6.67015 0.00 -0.01 -0.01 0.4639
H 2.72329 0.67463 4.86110 0.00 0.00 0.01 0.4116
H 2.16263 2.06522 5.80088 0.00 -0.01 0.00 0.4651
H 1.50859 1.76707 4.17965 0.00 0.00 0.01 0.0838
H -1.26841 4.07016 2.73788 -0.13 -0.09 0.07 0.2027
H -1.04913 5.81933 2.55006 0.01 -0.01 0.00 0.4491
H 0.25692 4.82293 3.20915 -0.01 0.00 -0.01 0.3781
H -1.96188 3.98128 0.30181 0.01 0.01 0.00 0.1462
H -0.84492 4.51020 -0.95988 0.01 0.01 0.01 0.3962
H -1.62791 5.70864 0.08093 0.00 -0.01 0.01 0.4771
H 1.84377 5.68922 1.42885 -0.01 0.01 0.00 0.4236
H 0.53534 6.68157 0.79898 -0.01 -0.01 0.00 0.4309
H 1.39414 5.59261 -0.28482 0.00 -0.01 0.01 0.4496
O 0.55454 -3.14126 -1.60918 0.00 -0.24 0.15 -0.1608
H 1.46994 -3.13320 -1.30156 0.03 0.01 -0.06 0.2096
H 0.05467 -3.26197 -0.77541 0.01 0.05 0.02 -0.1993
O 1.43552 1.21548 -2.30322 0.01 0.09 -0.18 -0.2942
H 2.33694 0.92348 -2.48980 0.01 0.03 -0.01 0.1875
H 1.07879 1.52135 -3.15770 0.07 0.18 -0.04 0.2829
Cl -2.77307 2.93622 -3.06857 0.01 -0.01 -0.01 -0.1428
C -2.42552 2.03233 -4.57876 0.03 0.01 0.01 -0.6525
C -1.53080 0.85734 -4.21947 -0.08 0.08 -0.05 0.9568
O -2.06100 -0.14336 -3.66857 -0.51 0.29 -0.34 -0.7866
O -0.29347 0.95438 -4.43385 -0.09 0.16 0.00 -0.9583
H -1.92393 2.71502 -5.25502 0.00 0.00 -0.01 0.3745
H -3.37401 1.69157 -4.98174 -0.01 0.00 0.01 0.3346
C 5.06756 -4.52326 -5.69529 -0.01 0.01 0.02 -1.0751
N 3.77746 -3.84844 -5.64083 0.03 0.06 -0.06 0.0444
N 3.67483 -2.69753 -4.87175 0.02 -0.01 0.08 0.5356
C 2.39035 -2.56725 -4.40653 0.07 0.07 0.00 0.2200
O 1.99660 -1.54425 -3.80791 0.17 -0.21 -0.12 -0.6677
C 1.70987 -3.75885 -4.80330 0.01 -0.06 -0.01 -1.0517
C 2.59255 -4.51049 -5.51969 -0.01 -0.03 -0.03 0.5439
C 2.42915 -5.87200 -6.09610 -0.01 -0.01 -0.01 -1.5279
C 4.61328 -1.63370 -4.99116 -0.02 -0.02 -0.01 -0.2445
C 5.07861 -1.02967 -3.83254 0.00 0.02 -0.01 -0.3330
C 5.97125 0.02638 -3.93464 -0.01 0.00 0.00 -0.7661
C 6.40539 0.45635 -5.18146 0.01 0.01 0.01 -0.4560
C 5.93897 -0.16257 -6.33249 -0.01 0.00 0.00 -0.7195
C 5.02968 -1.20609 -6.24317 0.01 0.01 0.00 0.1782
H 5.85128 -3.77488 -5.76898 0.01 0.00 -0.02 0.3832
H 5.10041 -5.14264 -6.58772 -0.02 -0.02 0.01 0.3861
H 5.23631 -5.13763 -4.80811 0.01 0.01 0.01 0.3380
H 0.68617 -4.00491 -4.57817 0.00 0.03 0.01 0.4556
H 1.39701 -6.19602 -5.99135 0.00 0.00 0.00 0.3762
H 3.06669 -6.59272 -5.58061 0.00 0.00 0.00 0.3341
H 2.69178 -5.88487 -7.15412 0.00 0.00 0.00 0.3592
H 4.73929 -1.38883 -2.86962 0.00 0.00 0.00 0.5027
H 6.34148 0.50389 -3.03693 0.00 0.00 0.00 0.4244
H 7.11068 1.27315 -5.25605 0.00 0.00 0.00 0.4221
H 6.27430 0.17438 -7.30408 0.00 0.00 0.00 0.3942
H 4.64015 -1.68451 -7.13292 0.00 0.00 0.00 0.4897
C -2.16444 -4.81131 -2.27390 0.02 -0.09 0.04 -0.8527
S -2.53705 -3.11056 -2.72143 0.02 0.13 -0.02 0.4404
C -2.83689 -3.30374 -4.48494 0.00 -0.02 -0.09 -0.9244
H -2.98557 -5.47135 -2.55017 -0.01 0.02 -0.01 0.4189
H -2.04429 -4.84474 -1.19129 0.00 0.02 -0.01 0.1939
H -1.23870 -5.15153 -2.73727 0.00 0.02 -0.01 0.1796
H -1.99400 -3.78781 -4.98014 0.01 0.01 0.01 0.2431
H -2.96389 -2.30344 -4.89460 0.00 0.00 0.02 0.2221
H -3.74004 -3.88453 -4.66639 0.00 0.00 0.03 0.3826
```
Positions in Å, forces in eV/Å.

Summary:
**LUMO**: -2.3 eV
**Molar mass**: 1022.170 g/mol
**Highest occupied orbital energy**: -9.6 eV
**DFT total energy**: -124113.294 eV
**ΔE to the lowest compared entry with this formula, charge and spin**: 0.697 eV
**Total charge**: +1

| no. | strongest force on any atom (eV Å⁻¹) | Kohn-Sham gap (Ha) |
| --- | --- | --- |
| 1 | 13.886 | 0.27320 |
| 2 | 0.974 | 0.26930 |